--- A ---
Density functional theory data (the ωB97M-V functional and the def2-TZVPD basis) for C25H41O13PdS4 as an isolated structure.

Computed properties:
2S+1: 3
Gap between HOMO and LUMO (alpha / beta) (eV): 6.062 / 4.175
LUMO level (alpha / beta) (eV): 2.04 / 0.68
Net charge: -1

Atoms and positions in Å:
Pd -0.68 0.01 0.12
C -4.52 3.82 0.18
C -4.10 3.25 1.61
C -5.25 3.14 2.66
O -3.33 2.08 1.49
H -5.20 3.14 -0.34
H -3.71 4.02 -0.51
H -5.03 4.76 0.38
H -3.38 3.99 1.94
H -5.71 4.08 2.97
H -4.91 2.63 3.56
H -5.99 2.50 2.18
C 2.13 -4.53 -2.56
C 1.92 -5.87 -3.06
C 0.45 -6.35 -3.40
O 0.31 -7.51 -3.74
C -0.61 -5.46 -2.81
C -0.33 -4.27 -2.25
C 1.15 -3.79 -2.04
O 1.60 -2.62 -1.63
O -1.39 -3.65 -1.82
O 2.82 -6.59 -3.41
H 3.16 -4.23 -2.52
H -1.60 -5.90 -2.81
C 5.92 -0.51 2.97
C 5.72 -1.93 3.41
C 4.21 -2.14 3.23
S 3.42 -0.55 3.78
O 2.98 -0.69 5.19
O 2.53 0.05 2.79
C 5.06 0.39 3.78
H 5.94 -0.47 1.88
H 6.95 -0.30 3.27
H 6.06 -2.02 4.44
H 6.36 -2.64 2.89
H 3.72 -2.91 3.83
H 3.96 -2.32 2.18
H 5.35 0.36 4.83
H 4.84 1.43 3.56
C 1.63 6.95 -1.27
C 2.19 7.19 0.10
C 2.12 5.92 0.91
S 2.47 4.55 -0.29
O 1.35 3.55 -0.41
O 3.81 4.14 -0.06
C 2.45 5.75 -1.72
H 1.75 7.81 -1.92
H 0.59 6.64 -1.15
H 1.63 8.02 0.54
H 3.25 7.44 0.09
H 1.18 5.69 1.42
H 3.02 5.83 1.52
H 2.28 5.19 -2.64
H 3.51 5.99 -1.82
C -1.04 -0.85 -7.27
C 0.24 -1.08 -6.49
C 0.62 0.20 -5.66
S -1.01 1.08 -5.23
O -1.04 2.45 -5.77
O -1.15 0.81 -3.79
C -2.03 -0.12 -6.24
H -1.46 -1.83 -7.51
H -0.95 -0.20 -8.14
H 1.04 -1.32 -7.20
H 0.14 -1.95 -5.85
H 1.06 0.90 -6.38
H 1.29 0.01 -4.82
H -2.92 0.27 -6.74
H -2.33 -0.96 -5.61
C -4.66 -2.69 4.45
C -4.73 -4.21 4.35
C -3.56 -4.44 3.44
S -2.11 -3.32 4.02
O -1.69 -2.58 2.83
O -1.12 -3.96 4.86
C -3.28 -2.25 4.97
H -5.47 -2.25 5.04
H -4.72 -2.29 3.44
H -5.70 -4.49 3.95
H -4.50 -4.74 5.28
H -3.75 -4.09 2.43
H -3.18 -5.46 3.33
H -2.93 -1.24 4.75
H -3.13 -2.43 6.03


--- B ---
Density functional theory data (the ωB97M-V functional and the def2-TZVPD basis) for C25H41O13PdS4 as an isolated structure.

Computed properties:
2S+1: 3
Gap between HOMO and LUMO (alpha / beta) (eV): 5.895 / 5.828
LUMO level (alpha / beta) (eV): 2.02 / 1.97
Net charge: -1

Atoms and positions in Å:
Pd 25.65 -10.22 24.73
C 23.11 -10.19 28.20
C 23.78 -11.44 27.57
C 22.75 -12.59 27.54
O 24.39 -11.07 26.38
H 22.50 -10.58 29.02
H 22.31 -9.69 27.67
H 23.65 -9.40 28.72
H 24.52 -11.72 28.32
H 23.05 -13.35 26.82
H 21.79 -12.30 27.11
H 22.58 -13.09 28.50
C 29.38 -8.42 23.22
C 30.43 -7.61 23.75
C 30.47 -7.37 25.34
O 31.55 -6.96 25.81
C 29.48 -7.99 26.16
C 28.44 -8.70 25.54
C 28.42 -8.87 24.06
O 27.41 -9.37 23.43
O 27.61 -9.33 26.34
O 31.32 -7.10 23.06
H 29.40 -8.69 22.17
H 29.59 -7.87 27.23
C 28.90 -12.52 28.20
C 29.78 -12.24 27.01
C 29.26 -13.07 25.83
S 27.46 -13.05 25.93
O 26.94 -14.36 25.69
O 26.97 -11.93 25.11
C 27.41 -12.61 27.68
H 28.99 -11.83 29.04
H 29.26 -13.47 28.59
H 30.81 -12.48 27.27
H 29.76 -11.18 26.78
H 29.55 -14.11 25.95
H 29.47 -12.70 24.83
H 26.67 -13.21 28.21
H 26.89 -11.66 27.81
C 24.87 -15.56 23.53
C 26.29 -15.59 22.95
C 26.80 -14.21 22.38
S 25.32 -13.14 22.27
O 24.79 -13.16 20.94
O 25.75 -11.87 22.91
C 24.39 -14.12 23.55
H 24.72 -15.90 24.55
H 24.21 -16.18 22.93
H 26.33 -16.28 22.11
H 26.97 -16.00 23.70
H 27.27 -14.09 21.40
H 27.46 -13.86 23.17
H 23.31 -13.96 23.52
H 24.76 -13.75 24.50
C 26.90 -5.36 26.90
C 25.86 -5.73 27.96
C 24.99 -6.95 27.56
S 24.83 -6.87 25.79
O 23.52 -6.21 25.52
O 25.14 -8.14 25.15
C 26.19 -5.59 25.56
H 27.80 -5.98 26.99
H 27.24 -4.34 27.08
H 25.13 -4.94 28.13
H 26.22 -5.99 28.96
H 24.06 -7.24 28.04
H 25.67 -7.79 27.69
H 25.61 -4.67 25.53
H 26.88 -5.68 24.72
C 20.77 -10.65 24.55
C 21.52 -11.74 23.83
C 21.88 -11.25 22.40
S 22.63 -9.58 22.95
O 22.31 -8.61 21.91
O 24.04 -9.74 23.37
C 21.60 -9.34 24.51
H 20.49 -10.82 25.59
H 19.78 -10.54 24.10
H 20.88 -12.61 23.68
H 22.34 -12.08 24.47
H 20.97 -11.15 21.81
H 22.54 -11.86 21.78
H 20.98 -8.49 24.20
H 22.35 -9.07 25.26


Stability verdict: B, ahead by 0.1629 hartree


--- A ---
Density functional theory data (the ωB97M-V functional and the def2-TZVPD basis) for one molecule with the formula C7H10N2.

Computed properties:
Gap between HOMO and LUMO (eV): 8.804
LUMO level (eV): 0.67
SMILES: C=C1C=C[C@@]2(N)[C@H](N)[C@@H]12

Atoms and positions in Å:
C -0.20 0.35 2.86
C -0.29 0.38 1.50
C -1.24 1.20 0.77
C -1.42 0.71 -0.52
C -0.35 -0.26 -0.85
N -0.58 -1.18 -1.84
C 1.04 0.29 -0.68
N 2.16 -0.50 -1.21
C 0.41 -0.40 0.47
H -1.05 0.92 3.41
H 0.38 -0.33 3.57
H -1.86 2.00 1.28
H -2.07 1.09 -1.31
H 0.28 -1.35 -2.45
H -0.84 -2.01 -1.31
H 1.24 1.34 -0.64
H 1.98 -1.52 -0.97
H 2.15 -0.50 -2.20
H 0.93 -1.46 0.58


--- B ---
Density functional theory data (the ωB97M-V functional and the def2-TZVPD basis) for one molecule with the formula C7H10N2.

Computed properties:
Gap between HOMO and LUMO (eV): 9.109
LUMO level (eV): 0.95
SMILES: C[C@]12N[C@@H]1C=C[C@@H]1N[C@@H]12

Atoms and positions in Å:
C 1.30 -0.75 1.31
C 1.02 -0.67 -0.15
N 2.10 0.02 -0.72
C 0.87 0.76 -0.63
C 0.04 1.69 0.34
C -1.34 1.30 0.22
C -1.49 -0.16 -0.46
N -1.43 -1.35 0.31
C -0.32 -1.13 -0.74
H 1.33 -1.78 1.94
H 0.24 -0.33 1.70
H 1.83 0.04 1.65
H 2.33 -0.16 -1.61
H 0.42 1.04 -1.65
H 0.29 2.72 0.70
H -2.13 1.86 0.80
H -2.44 0.12 -1.19
H -2.29 -1.66 -0.09
H -0.33 -1.55 -1.77


--- C ---
Density functional theory data (the ωB97M-V functional and the def2-TZVPD basis) for one molecule with the formula C7H10N2.

Computed properties:
Gap between HOMO and LUMO (eV): 8.960
LUMO level (eV): 0.67
SMILES: [H]/N=C(\N)C1=C(C)C=CC1

Atoms and positions in Å:
H 3.23 0.98 0.40
N 2.16 1.25 0.31
C 1.59 0.13 -0.13
N 2.30 -1.10 -0.08
C 0.08 -0.10 -0.24
C -0.94 0.78 -0.14
C -0.86 2.15 -0.07
C -2.14 -0.02 0.04
C -1.88 -1.41 0.18
C -0.40 -1.42 0.05
H 3.19 -1.07 -0.39
H 1.93 -2.12 -0.15
H 0.18 2.61 -0.58
H -1.82 2.49 -0.63
H -0.97 2.43 1.07
H -3.22 0.29 -0.05
H -2.58 -2.13 0.40
H -0.13 -2.04 -0.90
H 0.27 -1.70 0.91


Stability verdict: A, ahead by 0.0086 hartree


--- A ---
Density functional theory data (the ωB97M-V functional and the def2-TZVPD basis) for one molecule with the formula C11H11NS.

Computed properties:
Gap between HOMO and LUMO (eV): 8.759
LUMO level (eV): 0.72
SMILES: CC#C[C@@H]1C=C[C@@H]2SC=NC2=C1C

Atoms and positions in Å:
C -2.62 2.82 -2.36
C -1.60 2.14 -1.56
C -0.95 1.47 -0.78
C 0.08 0.78 0.13
C 1.36 0.72 -0.65
C 2.37 -0.02 -0.23
C 2.22 -0.77 1.12
S 3.27 -2.28 1.26
C 1.81 -3.19 1.65
N 0.70 -2.57 1.54
C 0.81 -1.27 1.22
C -0.20 -0.56 0.75
C -1.67 -0.97 0.75
H -3.20 2.01 -2.91
H -2.40 3.70 -3.12
H -3.31 3.12 -1.45
H 0.25 1.56 0.94
H 1.40 1.07 -1.64
H 3.27 -0.20 -0.85
H 2.53 -0.12 2.00
H 1.99 -4.20 1.91
H -2.38 -0.30 1.49
H -1.73 -1.96 1.11
H -1.98 -0.97 -0.34


--- B ---
Density functional theory data (the ωB97M-V functional and the def2-TZVPD basis) for C11H11NS as an isolated structure.

Computed properties:
Gap between HOMO and LUMO (eV): 7.819
LUMO level (eV): -0.49

Atoms and positions in Å:
C -2.06 1.94 1.09
C 2.59 1.37 -0.77
C 1.83 2.00 -1.65
C 2.06 0.65 0.33
C 0.50 2.07 -1.45
C 0.69 0.82 0.53
C -0.08 1.52 -0.33
C -2.15 -0.20 -0.53
C -3.61 -1.46 0.85
C -2.20 -0.96 0.67
C -1.50 1.69 -0.17
N -2.53 2.16 2.11
S -2.15 -0.63 -2.04
H 3.66 1.40 -0.92
H 2.21 2.38 -2.66
H 2.54 -0.13 0.97
H -0.17 2.73 -2.06
H 0.29 0.28 1.31
H -3.81 -2.13 -0.05
H -3.73 -1.73 1.86
H -4.38 -0.63 0.87
H -1.89 -0.34 1.45
H -1.58 -1.82 0.48
H -2.06 2.15 -0.97


Stability verdict: B, ahead by 0.0260 hartree


--- A ---
Density functional theory data (the ωB97M-V functional and the def2-TZVPD basis) for one molecule with the formula CH4N2OS.

Computed properties:
Gap between HOMO and LUMO (eV): 9.306
LUMO level (eV): 0.59
SMILES: NC(=O)NS

Atoms and positions in Å:
N -1.33 0.40 -0.61
C -0.01 0.35 -0.34
O 0.83 1.22 -0.44
N 0.17 -0.89 0.59
S 1.78 -1.34 0.77
H -1.78 -0.52 -0.67
H -1.58 1.35 -1.10
H -0.36 -0.52 1.37
H 2.28 -0.05 0.43


--- B ---
Density functional theory data (the ωB97M-V functional and the def2-TZVPD basis) for one molecule with the formula CH4N2OS.

Computed properties:
Gap between HOMO and LUMO (eV): 8.613
LUMO level (eV): 0.26
SMILES: NC(=S)NO

Atoms and positions in Å:
N -0.10 -0.68 -1.09
C -0.49 -0.13 -0.12
S -1.74 -0.63 0.92
N 0.66 0.43 0.42
O 0.57 1.42 1.47
H -0.62 -1.62 -1.68
H 0.71 -0.28 -1.66
H 1.52 0.15 0.00
H -0.51 1.34 1.72


--- C ---
Density functional theory data (the ωB97M-V functional and the def2-TZVPD basis) for a 2-piece molecular cluster, CH4N2OS overall.

Computed properties:
Gap between HOMO and LUMO (eV): 7.744
LUMO level (eV): -0.76

Atoms and positions in Å:
C -0.10 0.86 -0.14
H -2.57 -1.48 -0.30
H -0.07 -0.97 0.20
H -0.77 1.86 -0.27
H 3.11 -0.23 0.97
N -0.79 -0.39 -0.32
N 1.24 0.96 -0.10
O -2.12 -0.17 0.10
S 2.07 -0.44 -0.16


--- D ---
Density functional theory data (the ωB97M-V functional and the def2-TZVPD basis) for a 2-piece molecular cluster, CH4N2OS overall.

Computed properties:
Gap between HOMO and LUMO (eV): 9.573
LUMO level (eV): 0.68
SMILES: N=C=O.NS

Atoms and positions in Å:
N 2.69 -0.66 0.76
C 2.01 -0.04 0.04
O 1.46 0.49 -0.82
H 2.97 -0.93 1.71
N -1.88 0.00 0.32
S -1.19 -0.34 -1.27
H -2.90 -0.07 0.31
H -1.49 0.81 0.80
H -1.67 0.75 -1.85


Stability verdict: A, ahead by 0.0154 hartree


--- A ---
Density functional theory data (the ωB97M-V functional and the def2-TZVPD basis) for one molecule with the formula C3H6S3.

Computed properties:
Gap between HOMO and LUMO (eV): 8.481
LUMO level (eV): -0.22
SMILES: CSCSC=S

Atoms and positions in Å:
C -2.69 -0.43 1.05
S -1.93 -0.72 -0.55
C -1.03 0.93 -0.67
S 0.50 1.14 0.28
C 1.49 -0.10 -0.39
S 2.87 -0.66 0.19
H -1.97 -0.45 1.89
H -3.48 -1.06 1.37
H -3.09 0.59 1.20
H -1.63 1.76 -0.30
H -0.71 1.09 -1.71
H 1.04 -0.59 -1.28


--- B ---
Density functional theory data (the ωB97M-V functional and the def2-TZVPD basis) for one molecule with the formula C3H6S3.

Computed properties:
Gap between HOMO and LUMO (eV): 7.950
LUMO level (eV): -0.71
SMILES: S=C(CS)CS

Atoms and positions in Å:
S 1.87 -1.18 -0.40
C 0.42 -0.64 0.31
C -0.87 -1.37 0.51
S -2.12 -0.29 -0.24
C 0.62 0.70 1.08
S 0.42 1.99 -0.28
H -1.18 -1.52 1.68
H -0.81 -2.36 0.23
H -2.14 -0.66 -1.75
H -0.15 1.09 1.91
H 1.68 0.84 1.35
H -1.08 2.13 -0.05


Stability verdict: A, ahead by 0.0649 hartree


--- A ---
Density functional theory data (the ωB97M-V functional and the def2-TZVPD basis) for a 2-piece molecular cluster, C2H9N4O overall.

Computed properties:
Gap between HOMO and LUMO (eV): 11.411
LUMO level (eV): -3.00
Net charge: +1

Atoms and positions in Å:
C -0.63 0.50 -0.71
C 1.52 0.01 0.03
N -1.63 0.32 -1.63
N -0.84 1.41 0.12
N 1.53 0.94 0.89
N 0.39 -0.33 -0.66
O 0.11 -1.82 1.35
H 2.40 -0.61 -0.14
H -2.33 1.03 -1.80
H -1.90 -0.62 -1.98
H -1.59 2.07 -0.08
H 0.97 -2.13 1.72
H -0.23 1.70 0.95
H 2.46 1.08 1.19
H 0.34 -1.22 -1.12
H -0.56 -2.34 1.85


--- B ---
Density functional theory data (the ωB97M-V functional and the def2-TZVPD basis) for C2H9N4O as an isolated structure.

Computed properties:
Gap between HOMO and LUMO (eV): 10.761
LUMO level (eV): -3.20
Net charge: +1

Atoms and positions in Å:
C 1.26 -0.20 0.00
C -1.21 0.32 0.00
N 2.16 -0.98 -0.54
N 1.53 0.33 1.23
N -1.97 0.84 -1.08
N 0.03 -0.12 -0.51
O -1.75 -1.22 0.80
H -1.12 1.06 0.90
H 3.09 -0.95 -0.10
H 2.10 -1.20 -1.53
H 2.42 0.22 1.69
H 0.82 0.85 1.69
H -2.06 0.15 -1.84
H -2.93 1.14 -0.94
H 0.03 -0.77 -1.28
H -2.19 -1.01 1.61


Stability verdict: A, ahead by 0.0315 hartree